(1)
Here is C3H3IN2O in the gas phase in a non-equilibrium geometry from the OMol25 dataset. Energies are from wB97M-V/def2-TZVPD.

Calculated values
2S+1	1
SMILES	Nc1cc(I)no1

Last column: Mulliken charge in e.
Cartesian coordinates (Å):
C  0.395  -0.594  0.502  -0.49
C  -0.557  -1.574  -0.099  0.12
C  0.210  0.578  -0.142  0.42
N  -1.253  -0.968  -1.014  -0.38
N  0.791  1.810  -0.117  -0.53
O  -0.683  0.320  -1.092  -0.17
I  -0.839  -3.535  0.497  0.15
H  0.754  -0.889  1.496  0.31
H  0.863  2.425  0.752  0.29
H  0.318  2.427  -0.782  0.28

(2)
Here is a molecular structure, C12H10FN3O4 in a non-equilibrium geometry from the OMol25 dataset. Energies are from wB97M-V/def2-TZVPD.

Calculated values
2S+1	1

Last column: Mulliken charge in e.
Cartesian coordinates (Å):
F  1.001  1.218  1.957  -0.53
N  -3.444  -0.094  2.160  -0.46
C  -4.319  0.658  1.464  -0.15
C  -5.688  0.287  1.441  -0.29
C  -6.096  -0.932  2.028  -0.21
C  -5.070  -1.835  2.413  -0.30
C  -3.718  -1.384  2.406  -0.14
H  -3.988  1.539  0.866  0.31
H  -6.413  0.955  0.960  0.31
H  -7.183  -1.203  2.130  0.32
H  -5.294  -2.870  2.710  0.31
H  -2.902  -2.139  2.567  0.30
C  2.592  -0.048  1.033  -0.41
N  3.405  -0.590  1.958  0.85
O  2.837  -0.893  3.072  -0.46
O  4.642  -0.805  1.821  -0.52
C  2.670  0.319  -0.342  0.48
C  3.940  0.134  -0.991  -0.31
C  4.147  0.337  -2.364  -0.51
C  3.025  0.685  -3.169  0.22
N  3.190  0.944  -4.577  0.87
O  2.210  1.391  -5.233  -0.53
O  4.324  0.744  -5.088  -0.54
C  1.733  0.865  -2.564  -0.45
C  1.558  0.696  -1.188  -0.40
H  1.497  0.251  1.829  0.47
H  4.777  -0.280  -0.439  0.39
H  5.101  0.206  -2.909  0.43
H  0.893  1.105  -3.232  0.42
H  0.573  0.738  -0.717  0.52

(3)
Here is C6H2Cl2O2 in the gas phase in a non-equilibrium geometry from the OMol25 dataset. Energies are from wB97M-V/def2-TZVPD.

Calculated values
2S+1	1
SMILES	O=C1C=CC(Cl)=C(Cl)C1=O

Last column: Mulliken charge in e.
Cartesian coordinates (Å):
O  1.308  -0.551  -2.243  -0.48
O  0.199  -2.560  -0.833  -0.47
Cl  -2.331  -1.866  0.585  -0.13
Cl  -1.813  0.767  2.488  -0.16
C  0.767  -0.305  -1.160  0.46
C  0.034  -1.392  -0.537  0.48
C  0.965  1.054  -0.529  -0.44
C  0.329  1.290  0.642  -0.28
C  -0.955  -0.862  0.392  0.14
C  -0.746  0.356  1.068  0.21
H  1.572  1.835  -1.049  0.36
H  0.672  2.234  1.178  0.32

For each record above, in turn, the calculated ΔE to the lowest compared entry with this formula, charge and spin values are 28.7, 22.8, 13.8 kcal/mol.
For each record above, in turn, the calculated Kohn-Sham gap values are 9.4988, 5.3735, 7.3347 eV.
For each record above, in turn, the calculated lowest unoccupied orbital energy values are 0.016, -0.146, -0.084 hartree.